ORCA calculation (ωB97M-V/def2-TZVPD) on 2 unconnected molecules or ions with the total composition C5H5O4S3.

Values from the calculation:
- energy above the lowest of the compared OMol25 structures with the same formula, charge and spin (eV) = 4.0592
- energy (a.u.) = -1688.89130
- highest occupied orbital energy (Ha) = -0.17031
- net charge = -1

Last columns: bonded neighbours and bond lengths (Å).
Cartesian coordinates (Å):
1 S -2.641 -0.224 -0.966  S3 2.617, C11 1.845, C12 1.763
2 S 1.379 -0.079 -0.777  O5 1.499, O7 1.448, C9 1.782, C10 1.905
3 S -2.966 1.574 0.907  S1 2.617, C11 1.800, C12 1.693
4 O 0.498 -2.391 0.317  C8 1.316, C9 1.596
5 O 0.905 1.343 -0.746  S2 1.499
6 O -0.728 -1.042 1.776  C8 1.193
7 O 2.030 -0.332 -2.045  S2 1.448
8 C -0.265 -1.405 0.738  O4 1.316, O6 1.193, C9 1.373
9 C -0.010 -1.181 -0.593  S2 1.782, O4 1.596, C8 1.373
10 C 2.600 -0.374 0.654  S2 1.905, H14 1.128, H16 1.112, H17 1.203
11 C -2.127 1.525 -0.685  S1 1.845, S3 1.800, H13 1.164, H15 1.148
12 C -3.404 -0.034 0.613  S1 1.763, S3 1.693
13 H -0.977 1.700 -0.639  C11 1.164
14 H 3.143 -1.351 0.498  C10 1.128
15 H -2.579 2.278 -1.424  C11 1.148
16 H 3.347 0.431 0.830  C10 1.112
17 H 1.791 -0.439 1.542  C10 1.203

***

ORCA calculation (ωB97M-V/def2-TZVPD) on 2 unconnected molecules or ions with the total composition C4H12O.

Values from the calculation:
- energy above the lowest of the compared OMol25 structures with the same formula, charge and spin (eV) = 1.1216
- energy (a.u.) = -234.79140
- structure (SMILES) = CCC.CO
- highest occupied orbital energy (Ha) = -0.37998

Last columns: bonded neighbours and bond lengths (Å).
Cartesian coordinates (Å):
1 O 1.877 -0.515 0.980  C2 1.472, H13 0.959
2 C 1.973 -1.857 0.381  O1 1.472, H7 1.089, H9 1.074, H14 1.089
3 C -1.805 0.635 -0.609  C4 1.523, C5 1.509, H8 1.105, H11 1.099
4 C -1.481 1.050 0.821  C3 1.523, H6 1.089, H16 1.094, H17 1.092
5 C -0.672 0.848 -1.584  C3 1.509, H10 1.093, H12 1.095, H15 1.092
6 H -2.264 1.411 1.486  C4 1.089
7 H 0.950 -2.212 0.261  C2 1.089
8 H -2.837 0.886 -0.913  C3 1.105
9 H 2.533 -2.446 1.083  C2 1.074
10 H 0.297 0.508 -1.212  C5 1.093
11 H -2.076 -0.431 -0.596  C3 1.099
12 H -0.865 0.361 -2.546  C5 1.095
13 H 0.978 -0.187 0.905  O1 0.959
14 H 2.331 -1.653 -0.627  C2 1.089
15 H -0.511 1.890 -1.870  C5 1.092
16 H -0.807 1.911 0.777  C4 1.094
17 H -0.928 0.231 1.286  C4 1.092